Record 1
# C6H9N

The molecule C6H9N (ωB97M-V/def2-TZVPD, the Open Molecules 2025 dataset).

```
! RIJCOSX wB97M-V def2-TZVPD def2/J DEFGRID3
* xyz 0 1
C -2.36 1.28 -0.28
C -1.01 0.52 -0.15
C -0.83 -0.92 -0.57
N 0.38 -1.23 -0.20
C 1.10 -0.14 0.17
C 2.38 -0.47 0.68
C 0.32 1.02 0.22
H -2.39 2.08 0.48
H -2.79 1.53 -1.23
H -3.34 0.56 -0.13
H -1.08 -1.61 -1.37
H 0.56 -2.10 0.32
H 2.77 -1.23 0.08
H 3.00 0.47 0.76
H 2.37 -0.86 1.73
H 0.65 1.99 0.38
*
```

E_LUMO, Ha: 0.0365
Highest occupied orbital energy, eV: -7.43
SMILES: Cc1c[nH]c(C)c1
Energy above the lowest of the compared OMol25 structures with the same formula, charge and spin, kcal/mol: 65.5
Kohn-Sham gap, eV: 8.42

=====

Record 2
# C11H19NO2S

The molecule C11H19NO2S (ωB97M-V/def2-TZVPD, the Open Molecules 2025 dataset).

```
! RIJCOSX wB97M-V def2-TZVPD def2/J DEFGRID3
* xyz 0 1
C 0.57 1.13 1.17
C -0.71 1.37 1.33
C 1.23 0.98 -0.17
C 1.55 2.10 -0.88
C -1.67 1.46 0.21
C -2.70 0.36 0.37
C -2.28 -1.02 0.83
C -1.67 -1.91 -0.33
C -0.37 -1.41 -0.87
C 0.81 -1.37 0.18
C 1.81 -0.40 -0.35
N 4.89 1.36 -0.34
O 3.53 -1.99 0.79
O 4.51 -0.05 -0.58
S 3.43 -0.57 0.61
H 1.38 0.82 1.94
H -1.34 1.30 2.33
H 2.08 1.91 -1.81
H 1.08 3.05 -0.52
H -2.21 2.43 0.18
H -1.04 1.43 -0.66
H -3.59 0.74 0.92
H -3.25 0.28 -0.58
H -1.46 -0.97 1.58
H -3.06 -1.61 1.22
H -1.45 -2.91 0.24
H -2.40 -1.81 -1.02
H -0.18 -2.10 -1.75
H -0.54 -0.48 -1.28
H 0.47 -0.99 1.22
H 1.22 -2.37 0.23
H 1.96 -0.53 -1.38
H 5.83 1.29 -0.61
H 4.30 1.80 -0.95
*
```

E_LUMO, Ha: 0.0299
Highest occupied orbital energy, eV: -8.92
Energy above the lowest of the compared OMol25 structures with the same formula, charge and spin, kcal/mol: 97.9
Kohn-Sham gap, eV: 9.73

=====

Record 3
# C6H11O

A structure of composition C6H11O (ωB97M-V/def2-TZVPD, the Open Molecules 2025 dataset).

```
! RIJCOSX wB97M-V def2-TZVPD def2/J DEFGRID3
* xyz -1 1
C -2.61 0.17 0.09
O -3.48 0.00 -0.90
C -1.22 -0.64 -0.09
C -0.18 -0.26 0.94
C 1.06 1.18 0.35
C 2.30 0.77 0.16
C 2.65 -0.42 -0.74
H -2.13 1.21 -0.04
H -3.02 -0.06 1.15
H -1.00 -0.43 -1.13
H -1.52 -1.68 -0.11
H 0.68 -1.00 1.18
H -0.49 0.14 2.00
H 0.08 1.36 -0.94
H 0.57 1.91 0.85
H 2.51 -0.23 -1.83
H 3.74 -0.73 -0.54
H 2.05 -1.30 -0.40
*
```

E_LUMO, Ha: 0.0872
Highest occupied orbital energy, eV: -2.50
Energy above the lowest of the compared OMol25 structures with the same formula, charge and spin, kcal/mol: 163.3
Kohn-Sham gap, eV: 4.87

=====

| no. | energy (a.u.) | largest force on an atom (eV/Å) |
| --- | --- | --- |
| 1 | -288.6777 | 5.024 |
| 2 | -1033.7579 | 5.765 |
| 3 | -310.1566 | 7.102 |